Record 1
{
  "formula": "C5H5N3",
  "method": "the ωB97M-V functional and the def2-TZVPD basis",
  "symbols": ["C", "C", "C", "C", "N", "N", "C", "N", "H", "H", "H", "H", "H"],
  "coordinates": [[0.802, -0.250, 1.577], [0.325, -1.097, 0.600], [-0.728, -0.405, -0.276], [-0.458, -0.342, -1.821], [-0.047, 0.941, -2.154], [0.088, 1.801, -0.936], [-0.328, 1.027, 0.070], [0.252, 0.963, 1.269], [1.378, -0.353, 2.386], [-0.057, -2.232, 0.615], [-1.792, -0.542, -0.110], [-0.408, -1.024, -2.872], [0.975, 1.512, 1.651]],
  "atomic_forces_ev_per_a": [[-4.752, -2.860, -5.859], [-2.611, -3.976, 1.095], [1.901, 1.539, -1.966], [1.952, 4.172, -2.827], [-1.759, -3.192, 2.113], [-1.317, -2.887, 0.654], [1.641, 0.198, -4.501], [1.346, 1.805, 4.347], [2.090, -0.612, 2.832], [2.306, 2.198, 0.533], [-0.115, -0.766, 0.437], [-0.653, 1.430, 3.697], [-0.029, 2.951, -0.554]],
  "homo_energy_ha": -0.308,
  "energy_ha": -357.59978,
  "multiplicity": 1,
  "smiles": "C1=C[C@@H]2C=NN=C2N1",
  "e_above_lowest_kcal_mol": 108.5,
  "lumo_energy_ev": 0.07,
  "gap_ev": 8.46
}

---

Record 2
{
  "formula": "C5H5N3",
  "method": "the ωB97M-V functional and the def2-TZVPD basis",
  "symbols": ["H", "N", "C", "N", "C", "C", "C", "C", "N", "H", "H", "H", "H"],
  "coordinates": [[-1.694, 1.449, -0.064], [-2.544, 0.853, -0.027], [-2.243, -0.402, 0.006], [-1.006, -1.040, -0.020], [0.123, -0.428, 0.005], [1.435, -1.083, 0.009], [2.400, -0.160, -0.023], [1.622, 1.124, -0.004], [0.348, 1.022, 0.046], [-2.999, -1.195, 0.126], [1.532, -2.165, 0.003], [3.474, -0.351, -0.029], [2.078, 2.108, 0.008]],
  "atomic_forces_ev_per_a": [[-0.495, -0.590, -0.112], [0.545, -1.536, 0.085], [-1.141, 1.619, 0.320], [2.518, 0.185, -0.054], [-1.239, 0.675, 0.216], [0.495, -1.082, -0.250], [-0.933, -0.199, 0.100], [0.734, 0.620, 0.189], [0.104, -1.164, -0.222], [-0.203, 0.808, -0.225], [0.004, 0.254, 0.024], [-0.444, 0.434, -0.027], [0.056, -0.022, -0.045]],
  "homo_energy_ha": -0.356,
  "energy_ha": -357.72558,
  "multiplicity": 1,
  "smiles": "[H]/N=C\\N=C1\\C=CC=N1",
  "e_above_lowest_kcal_mol": 29.5,
  "lumo_energy_ev": -1.52,
  "gap_ev": 8.16
}

---

Record 3
{
  "formula": "C5H5N3",
  "method": "the ωB97M-V functional and the def2-TZVPD basis",
  "symbols": ["C", "C", "N", "C", "N", "C", "C", "N", "H", "H", "H", "H", "H"],
  "coordinates": [[-0.754, -1.843, 0.001], [-0.414, -0.393, -0.084], [-1.405, 0.532, -0.096], [-0.887, 1.757, -0.077], [0.458, 1.693, 0.056], [0.818, 0.381, 0.098], [2.155, -0.034, 0.058], [3.209, -0.500, -0.011], [-1.808, -1.803, -0.458], [-0.053, -2.400, -0.627], [-0.904, -2.360, 1.007], [-1.523, 2.580, 0.130], [1.108, 2.390, 0.003]],
  "atomic_forces_ev_per_a": [[-1.746, -0.173, -0.576], [2.168, 2.504, 2.141], [-0.202, 0.432, -0.521], [-0.057, -1.984, 0.772], [-2.040, -1.786, 0.047], [-2.362, -2.013, -1.008], [0.874, -0.794, -0.089], [-0.298, 0.355, 0.111], [1.571, -0.697, 0.430], [-0.319, -0.275, 0.178], [0.650, 1.161, -1.099], [0.061, 0.954, -0.364], [1.699, 2.315, -0.021]],
  "homo_energy_ha": -0.331,
  "energy_ha": -357.77262,
  "multiplicity": 1,
  "smiles": "Cc1nc[nH]c1C#N",
  "e_above_lowest_kcal_mol": 0.0,
  "lumo_energy_ev": 0.68,
  "gap_ev": 9.69
}

---

Record 4
{
  "formula": "C5H5N3O2",
  "method": "the ωB97M-V functional and the def2-TZVPD basis",
  "symbols": ["C", "C", "C", "C", "C", "N", "N", "N", "O", "O", "H", "H", "H", "H", "H"],
  "coordinates": [[-3.017, 0.290, -0.061], [-1.818, -0.293, 0.080], [-4.309, 0.882, -0.004], [0.680, -0.444, -0.140], [-0.518, 0.443, 0.162], [-4.011, -1.713, -0.160], [-1.778, -1.694, 0.118], [-2.943, -2.058, 0.010], [-3.298, 1.731, -0.151], [-5.472, 0.840, 0.132], [1.589, 0.150, -0.130], [0.576, -0.908, -1.115], [0.766, -1.228, 0.605], [-0.568, 1.287, -0.530], [-0.428, 0.857, 1.171]],
  "atomic_forces_ev_per_a": [[1.108, 0.844, 0.013], [-0.532, 0.223, -0.067], [0.004, -0.755, 0.211], [-0.097, 0.143, 0.040], [-0.036, 0.057, 0.033], [-1.054, -1.934, -0.121], [2.343, -0.458, 0.268], [-1.794, 0.866, -0.147], [0.235, 0.777, -0.043], [-0.421, 0.317, -0.090], [0.117, 0.049, 0.001], [0.052, -0.099, -0.133], [0.069, -0.122, 0.019], [0.013, 0.015, 0.085], [-0.008, 0.078, -0.067]],
  "homo_energy_ha": -0.347,
  "energy_ha": -508.10216,
  "multiplicity": 1,
  "e_above_lowest_kcal_mol": 107.8,
  "lumo_energy_ev": -0.66,
  "gap_ev": 8.77
}

---

Record 5
{
  "formula": "C5H5N3O2",
  "method": "the ωB97M-V functional and the def2-TZVPD basis",
  "symbols": ["O", "C", "N", "C", "O", "C", "N", "C", "C", "N", "H", "H", "H", "H", "H"],
  "coordinates": [[0.358, -2.623, -0.032], [0.191, -1.945, 0.986], [-0.060, -0.613, 1.040], [-0.469, 0.046, 2.223], [-0.955, 1.147, 2.283], [0.170, 0.133, -0.178], [1.338, 0.195, -0.737], [1.177, 0.921, -1.826], [-0.171, 1.170, -2.042], [-0.822, 0.762, -0.898], [0.101, -2.363, 1.985], [-0.525, -0.483, 3.157], [2.052, 1.108, -2.412], [-0.613, 1.722, -2.812], [-1.771, 0.821, -0.738]],
  "atomic_forces_ev_per_a": [[-0.180, 1.720, 2.241], [-0.185, -2.565, -1.603], [0.035, 2.296, -0.854], [-1.198, 0.506, -0.197], [0.612, 0.175, -1.012], [-1.096, -0.253, 1.098], [0.038, -0.545, 2.468], [-1.213, 0.131, -2.025], [1.558, 0.579, 0.977], [3.626, -1.049, -0.892], [0.245, -0.545, 0.348], [0.733, -1.372, 0.205], [-0.105, 0.312, -0.597], [-0.792, 0.613, -0.782], [-2.076, -0.004, 0.625]],
  "homo_energy_ha": -0.332,
  "energy_ha": -508.26902,
  "multiplicity": 1,
  "smiles": "O=CN(C=O)c1ncc[nH]1",
  "e_above_lowest_kcal_mol": 3.1,
  "lumo_energy_ev": 0.69,
  "gap_ev": 9.73
}

---

Record 6
{
  "formula": "C5H5N6",
  "method": "the ωB97M-V functional and the def2-TZVPD basis",
  "symbols": ["C", "C", "C", "C", "C", "N", "N", "N", "N", "N", "N", "H", "H", "H", "H", "H"],
  "coordinates": [[-1.542, -1.271, -0.524], [-0.128, 0.226, 1.549], [0.681, 0.083, -0.953], [0.158, 0.091, -2.343], [-0.375, 0.351, 0.141], [-2.146, -2.076, -1.055], [-0.307, 0.601, 3.641], [-0.888, 0.863, 2.457], [0.952, -0.308, 2.193], [0.793, -0.019, 3.465], [1.869, 0.082, -0.688], [-0.445, 1.011, -2.697], [-0.501, -0.739, -2.396], [1.075, -0.023, -3.014], [-1.220, 1.068, -0.132], [2.026, 0.060, 0.355]],
  "atomic_forces_ev_per_a": [[2.098, 3.216, 2.071], [0.901, 0.817, 1.870], [-3.986, 2.286, 0.633], [1.171, 1.238, -1.860], [-2.437, -2.271, -1.802], [-1.240, -1.658, -0.954], [-1.901, 1.997, -0.423], [-0.459, -0.625, 0.368], [0.285, -0.269, -1.561], [1.148, -1.407, -0.491], [3.962, -0.645, 1.830], [1.019, -1.198, 0.981], [-0.470, -0.760, -0.705], [-1.439, 0.066, 0.694], [1.483, -0.874, 0.464], [-0.134, 0.088, -1.116]],
  "homo_energy_ha": -0.224,
  "energy_ha": -522.01195,
  "multiplicity": 1,
  "e_above_lowest_kcal_mol": 34.1,
  "lumo_energy_ev": 2.94,
  "total_charge": -1,
  "gap_ev": 9.02
}

---

Record 7
{
  "formula": "C5H5NO",
  "method": "the ωB97M-V functional and the def2-TZVPD basis",
  "symbols": ["O", "C", "C", "C", "C", "C", "N", "H", "H", "H", "H", "H"],
  "coordinates": [[-1.035, -2.046, -1.423], [-0.526, -1.136, -0.772], [-1.279, -0.609, 0.390], [-1.958, -0.316, 1.342], [0.808, -0.659, -0.961], [0.664, 1.485, 0.090], [1.305, 0.392, -0.235], [-2.573, -0.072, 2.181], [1.512, -1.259, -1.527], [1.050, 2.125, 0.872], [-0.270, 1.713, -0.409], [2.257, 0.289, 0.114]],
  "atomic_forces_ev_per_a": [[0.211, 0.313, 0.120], [0.002, -0.171, -0.098], [-0.384, 0.072, 0.309], [0.200, -0.075, -0.269], [-0.072, -0.148, -0.026], [0.047, -0.236, -0.013], [-0.090, 0.307, -0.021], [0.121, -0.021, -0.157], [-0.118, 0.130, 0.211], [0.103, -0.100, -0.171], [0.139, -0.172, 0.172], [-0.160, 0.101, -0.057]],
  "homo_energy_ha": [-0.288, -0.288],
  "energy_ha": -323.37145,
  "multiplicity": 1,
  "e_above_lowest_kcal_mol": 93.0,
  "lumo_energy_ev": [-0.17, -0.17],
  "gap_ev": [7.68, 7.68]
}

---

Record 8
{
  "formula": "C5H5NO",
  "method": "the ωB97M-V functional and the def2-TZVPD basis",
  "symbols": ["N", "C", "C", "C", "C", "C", "O", "H", "H", "H", "H", "H"],
  "coordinates": [[-1.710, 1.725, -1.028], [-0.850, 0.951, -0.953], [0.414, 0.251, -0.906], [0.392, -1.195, -0.536], [0.688, -0.172, 0.531], [-0.484, 0.281, 1.416], [-0.522, 1.278, 2.142], [1.185, 0.680, -1.545], [-0.569, -1.704, -0.531], [1.228, -1.795, -0.882], [1.698, -0.093, 0.935], [-1.470, -0.209, 1.355]],
  "atomic_forces_ev_per_a": [[0.672, -1.200, 0.127], [-0.674, 1.732, -1.267], [-0.233, 0.175, 0.156], [0.059, -0.217, 0.237], [-0.451, -0.046, 0.635], [-0.443, 2.161, 1.733], [1.232, -2.009, -1.381], [-0.139, -0.197, 0.281], [0.168, 0.120, 0.061], [-0.167, 0.131, 0.076], [-0.392, 0.138, -0.123], [0.367, -0.789, -0.534]],
  "homo_energy_ha": -0.375,
  "energy_ha": -323.44943,
  "multiplicity": 1,
  "smiles": "N#C[C@@H]1C[C@@H]1C=O",
  "e_above_lowest_kcal_mol": 44.1,
  "lumo_energy_ev": 0.42,
  "gap_ev": 10.63
}

---

Record 9
{
  "formula": "C5H5NO",
  "method": "the ωB97M-V functional and the def2-TZVPD basis",
  "symbols": ["O", "C", "C", "C", "C", "C", "N", "H", "H", "H", "H", "H"],
  "coordinates": [[-1.375, -0.354, -0.980], [-1.120, -0.726, 0.364], [-0.100, -0.030, 1.157], [0.298, 1.201, 0.693], [0.611, 2.332, 0.343], [1.708, -1.326, -0.733], [2.623, -1.651, -0.109], [-1.461, 0.610, -1.008], [-2.000, -0.566, 1.024], [-0.970, -1.810, 0.359], [0.838, -1.014, -1.287], [0.948, 3.334, 0.178]],
  "atomic_forces_ev_per_a": [[0.001, 0.246, 0.015], [0.163, -0.116, 0.208], [-0.197, 0.252, -0.121], [0.016, 0.234, -0.042], [-0.096, -0.308, 0.163], [0.738, -0.269, 0.445], [-0.867, 0.301, -0.635], [0.059, -0.153, -0.090], [0.027, -0.024, -0.068], [0.022, 0.131, 0.107], [0.165, -0.059, 0.010], [-0.030, -0.234, 0.008]],
  "homo_energy_ha": -0.328,
  "energy_ha": -323.29969,
  "multiplicity": 1,
  "e_above_lowest_kcal_mol": 138.0,
  "lumo_energy_ev": -1.47,
  "gap_ev": 7.45
}

---

Record 10
{
  "formula": "C5H5NO",
  "method": "the ωB97M-V functional and the def2-TZVPD basis",
  "symbols": ["O", "C", "C", "C", "C", "C", "N", "H", "H", "H", "H", "H"],
  "coordinates": [[-1.304, -0.661, -2.360], [-0.860, -0.408, -1.157], [-0.355, -1.340, -0.121], [0.541, -0.822, 0.596], [0.778, 0.607, 0.346], [-0.293, 1.527, 0.399], [-0.140, 0.761, -0.834], [-0.399, -2.611, 0.216], [1.158, -1.617, 1.162], [1.931, 0.881, 0.224], [-1.313, 1.175, 1.043], [0.255, 2.507, 0.485]],
  "atomic_forces_ev_per_a": [[1.299, 1.570, 6.445], [0.099, -2.197, -5.291], [-3.778, -7.287, -1.093], [4.696, -0.287, 4.196], [3.274, -3.257, -1.447], [-3.161, 0.594, 2.408], [1.026, 3.467, -0.905], [-0.962, 3.904, -2.094], [-0.665, 2.271, -0.243], [-2.811, -0.155, 0.101], [3.082, 1.585, -1.506], [-2.099, -0.208, -0.571]],
  "homo_energy_ha": -0.358,
  "energy_ha": -323.33512,
  "multiplicity": 1,
  "smiles": "O=C1C=C[C@@H]2CN12",
  "e_above_lowest_kcal_mol": 115.8,
  "lumo_energy_ev": -0.16,
  "gap_ev": 9.58
}

---

Record 11
{
  "formula": "C5H5NO",
  "method": "the ωB97M-V functional and the def2-TZVPD basis",
  "symbols": ["C", "C", "C", "O", "C", "C", "N", "H", "H", "H", "H", "H"],
  "coordinates": [[-2.042, -0.974, 0.589], [-1.035, -0.695, -0.007], [0.192, -0.342, -0.731], [-0.087, 0.226, -1.995], [1.110, 0.617, 0.079], [1.066, 0.450, 1.531], [1.022, 0.358, 2.683], [-2.921, -1.241, 1.134], [0.749, -1.261, -0.940], [-0.888, 0.762, -1.897], [2.141, 0.494, -0.265], [0.814, 1.645, -0.153]],
  "atomic_forces_ev_per_a": [[0.401, 0.099, -0.212], [-0.451, -0.104, 0.283], [0.090, -0.175, 0.188], [-0.225, 0.196, 0.036], [0.019, 0.090, -0.101], [-0.044, -0.117, 0.945], [0.074, 0.034, -1.062], [0.126, 0.067, -0.102], [-0.056, 0.059, 0.088], [0.217, -0.106, -0.138], [-0.134, 0.054, 0.033], [-0.018, -0.098, 0.043]],
  "homo_energy_ha": -0.392,
  "energy_ha": -323.43139,
  "multiplicity": 1,
  "smiles": "C#C[C@@H](O)CC#N",
  "e_above_lowest_kcal_mol": 55.4,
  "lumo_energy_ev": 0.66,
  "gap_ev": 11.33
}

---

Record 12
{
  "formula": "C5H5NO",
  "method": "the ωB97M-V functional and the def2-TZVPD basis",
  "symbols": ["C", "N", "C", "C", "C", "O", "C", "H", "H", "H", "H", "H"],
  "coordinates": [[-1.412, -0.717, 1.559], [-0.843, 0.355, 0.752], [-0.214, -0.101, -0.581], [0.495, 0.197, -1.756], [1.671, 0.815, -1.365], [1.702, 1.008, 0.067], [0.544, 0.456, 0.485], [-2.493, -0.530, 1.746], [-1.393, -1.788, 1.131], [-0.921, -0.642, 2.578], [0.210, -0.105, -2.781], [2.654, 1.052, -1.833]],
  "atomic_forces_ev_per_a": [[-0.156, -1.192, 1.542], [-1.317, 1.757, -0.792], [2.348, 0.613, 4.359], [0.369, 0.948, -0.733], [0.584, -0.082, 0.911], [-1.160, 0.870, -0.910], [-0.817, -4.490, -4.498], [0.687, 0.266, -0.354], [0.689, 1.708, 0.477], [-0.489, -0.444, -1.131], [0.412, 0.430, 0.744], [-1.150, -0.384, 0.386]],
  "homo_energy_ha": -0.285,
  "energy_ha": -323.26299,
  "multiplicity": 1,
  "smiles": "CN1c2ccoc21",
  "e_above_lowest_kcal_mol": 161.1,
  "lumo_energy_ev": 0.51,
  "gap_ev": 8.27
}